1.
{"formula": "C2H4O3", "method": "the ωB97M-V functional and the def2-TZVPD basis", "elements": ["O", "C", "O", "C", "O", "H", "H", "H", "H"], "coordinates": [[1.63170, -0.86107, -0.20239], [0.75562, -0.09788, -0.03755], [0.79663, 1.27308, -0.01087], [-0.64827, -0.71487, 0.09830], [-1.73848, 0.16406, -0.24065], [1.67426, 1.87518, 0.00577], [-0.33514, -1.50068, -0.57053], [-0.76240, -1.25012, 1.05752], [-1.37390, 1.11229, -0.09960]], "atomic_forces_ev_per_a": [[2.5, -0.4, -0.1], [-1.3, 1.5, 0.9], [1.6, 1.7, 0.3], [0.6, 1.4, 0.1], [1.8, 1.1, 0.5], [-2.5, -3.0, -0.2], [-1.7, -0.6, -1.0], [0.0, 0.7, 0.0], [-0.9, -2.4, -0.3]], "nbo_charge": [-0.566, 0.782, -0.755, -0.184, -0.711, 0.530, 0.216, 0.198, 0.490], "charge": 0, "e_above_lowest_kj_mol": 121.4, "homo_energy_ev": -10.539, "smiles": "O=C(O)CO"}

---

2.
{"formula": "C14H25MgNO4P2S", "method": "the ωB97M-V functional and the def2-TZVPD basis", "elements": ["Mg", "H", "H", "P", "P", "C", "H", "H", "H", "C", "H", "H", "H", "C", "H", "H", "H", "C", "H", "H", "H", "C", "H", "H", "H", "C", "H", "H", "H", "C", "O", "H", "O", "C", "N", "S", "O", "O", "C", "C", "C", "C", "C", "C", "H", "H", "H", "H"], "coordinates": [[0.00000, 0.00000, 0.00000], [2.97580, -0.59200, -1.55680], [2.72520, -1.31000, -1.55010], [0.57820, 2.26050, -0.19860], [-0.96420, -2.13170, -0.13250], [-0.94710, -3.16490, 1.40120], [-1.53250, -4.09390, 1.28110], [0.09730, -3.41300, 1.65290], [-1.36500, -2.56890, 2.22950], [-2.75440, -2.13750, -0.58820], [-2.86610, -1.65670, -1.57310], [-3.16240, -3.16360, -0.61810], [-3.30910, -1.53910, 0.15310], [-0.24340, -3.29180, -1.38640], [0.79900, -3.52240, -1.10830], [-0.82040, -4.23200, -1.44660], [-0.24410, -2.79730, -2.37170], [-0.85770, 3.38440, -0.49640], [-0.53640, 4.43680, -0.59240], [-1.37010, 3.05820, -1.41570], [-1.56330, 3.28750, 0.34500], [1.41790, 3.07010, 1.23650], [2.40120, 2.59530, 1.38980], [1.54910, 4.15590, 1.08190], [0.81140, 2.89580, 2.14090], [1.70510, 2.69840, -1.60400], [1.27710, 2.29670, -2.53760], [1.83390, 3.79170, -1.69660], [2.69010, 2.22950, -1.43940], [0.91450, -0.30780, 1.64630], [1.50940, -0.50440, 2.64100], [-0.74890, 0.26600, -1.55260], [-3.27290, -0.94690, 2.09750], [-2.25750, -0.28090, 2.13720], [-1.97980, 0.71510, 1.17790], [-2.05360, 2.03810, 2.43340], [-1.28580, 3.35990, 2.39230], [-3.53440, 2.44730, 2.51600], [-1.67120, 1.19580, 3.86360], [-1.30780, 1.64890, 5.12530], [-1.10820, 0.69040, 6.12830], [-1.30000, -0.67520, 5.84300], [-1.68580, -1.07760, 4.55180], [-1.83760, -0.09760, 3.55500], [-1.19280, 2.70510, 5.32350], [-0.81820, 1.00000, 7.12280], [-1.15750, -1.41570, 6.61980], [-1.84360, -2.12770, 4.34630]], "atomic_forces_ev_per_a": [[-3.0, 1.3, -3.4], [-0.2, -0.5, 0.0], [0.2, 0.6, 0.0], [1.0, 2.9, 0.1], [-1.2, -2.8, -0.1], [0.0, -0.2, 0.0], [0.3, 0.4, 0.1], [-0.3, 0.0, -0.1], [0.1, -0.4, -0.4], [0.1, 0.4, -0.2], [0.1, -0.2, 0.3], [0.3, 0.4, 0.0], [0.2, -0.3, -0.4], [0.1, 0.2, 0.1], [-0.4, 0.0, -0.1], [0.2, 0.4, 0.1], [0.0, -0.2, 0.4], [-0.3, -0.5, -0.2], [0.0, -0.5, 0.1], [0.3, 0.1, 0.3], [0.5, 0.3, -0.7], [0.2, 0.0, 0.0], [-0.2, 0.2, -0.1], [-0.1, -0.5, 0.1], [0.3, 0.3, -0.5], [0.0, -0.2, 0.0], [0.2, 0.2, 0.4], [-0.1, -0.5, 0.1], [-0.3, 0.2, -0.1], [5.2, -1.7, 8.5], [-3.1, 1.1, -5.0], [0.1, -0.2, -0.7], [0.0, -1.8, -1.1], [-3.0, 1.2, 0.5], [1.7, 1.2, 3.1], [-4.1, 6.5, -1.6], [-0.5, -4.0, -0.2], [3.8, -2.1, -0.4], [0.9, 0.3, 0.9], [0.0, -0.2, 0.6], [-0.3, 0.0, -0.8], [-0.3, 0.4, -0.9], [0.2, 0.4, 0.5], [1.5, -2.3, 1.0], [0.0, 0.0, 0.0], [0.0, 0.0, 0.0], [0.0, 0.0, 0.0], [0.0, 0.0, -0.1]], "nbo_charge": [1.503, 0.004, -0.002, 0.703, 0.698, -0.951, 0.237, 0.225, 0.239, -0.941, 0.257, 0.225, 0.291, -0.927, 0.227, 0.233, 0.255, -0.924, 0.229, 0.252, 0.270, -0.960, 0.215, 0.233, 0.268, -0.932, 0.254, 0.232, 0.225, 0.405, -0.419, -0.733, -0.559, 0.558, -0.888, 2.072, -0.918, -0.907, -0.282, -0.178, -0.203, -0.187, -0.178, -0.136, 0.244, 0.224, 0.222, 0.226], "charge": 0, "homo_energy_ev": -7.514}

---

3.
{"formula": "C7H8N2O3", "method": "the ωB97M-V functional and the def2-TZVPD basis", "elements": ["C", "C", "O", "C", "O", "C", "C", "N", "N", "C", "C", "O", "H", "H", "H", "H", "H", "H", "H", "H"], "coordinates": [[-2.76425, 1.04377, -0.97159], [-1.75448, 0.16169, -0.13712], [-0.48090, 0.85276, -0.12645], [0.54763, 0.36109, 0.52541], [0.55884, -0.66300, 1.13951], [1.77689, 1.29851, 0.34759], [1.37365, 2.58019, -0.03069], [0.98393, 3.64934, -0.10977], [2.99414, 0.96222, 0.44930], [3.53937, -0.29154, 0.81911], [4.43756, -0.88169, -0.29763], [4.91457, -0.44488, -1.29176], [-3.84657, 0.60363, -0.91160], [-2.57154, 2.11577, -0.61461], [-2.57367, 1.12880, -1.99418], [-1.51518, -0.73455, -0.57861], [-1.99204, -0.10793, 0.94791], [4.21007, -0.22616, 1.60041], [2.84697, -0.99849, 1.08374], [4.79277, -1.88122, -0.03211]], "atomic_forces_ev_per_a": [[-0.6, 0.0, 3.1], [-0.6, 1.5, 1.2], [-0.3, 1.1, -0.4], [0.4, 0.2, -0.1], [0.1, -0.6, 0.4], [0.3, -3.2, 0.3], [0.3, 1.5, 0.1], [-0.3, 0.9, -0.4], [-0.2, 1.7, 0.0], [0.0, 0.8, -3.4], [0.5, -0.9, 1.0], [-0.5, 1.4, -0.7], [2.0, 1.2, 0.4], [-1.1, -1.4, -0.1], [0.9, -0.5, -1.7], [0.0, -2.3, -1.3], [-0.2, 0.8, -1.5], [1.5, 0.7, 1.9], [-1.8, -2.0, 0.6], [-0.3, -0.7, 0.6]], "nbo_charge": [-0.636, -0.068, -0.499, 0.754, -0.580, 0.071, 0.232, -0.238, -0.274, -0.361, 0.450, -0.484, 0.228, 0.233, 0.219, 0.186, 0.203, 0.239, 0.226, 0.097], "charge": 0, "e_above_lowest_kj_mol": 292.4, "homo_energy_ev": -10.130, "smiles": "CCOC(=O)/C(C#N)=N\\CC=O"}

---

4.
{"formula": "CH3O3S", "method": "the ωB97M-V functional and the def2-TZVPD basis", "elements": ["C", "O", "O", "O", "S", "H", "H", "H"], "coordinates": [[0.36208, 0.53494, -0.46837], [0.39665, -0.49237, 0.50513], [0.21311, 0.12456, -1.62999], [0.57556, 1.65798, -0.08595], [0.23308, -2.02193, -0.17088], [-1.08489, 0.36392, 1.60611], [-1.04519, 1.15538, 1.73926], [0.34959, -1.32248, -1.49531]], "atomic_forces_ev_per_a": [[0.9, -0.6, 0.1], [0.2, -0.1, -0.1], [-0.3, -0.3, -2.0], [0.0, 1.2, 1.0], [0.2, -0.4, -0.4], [-0.1, 1.9, 0.6], [-0.4, -1.7, -0.1], [-0.4, -0.1, 1.1]], "nbo_charge": [0.954, -0.713, -0.757, -0.718, -0.012, 0.011, -0.022, 0.257], "charge": -1, "e_above_lowest_kj_mol": 136.1, "homo_energy_ev": -3.977}